Entry 1:
{
  "formula": "C17H34ClF9NO13PS2Si2",
  "method": "wB97M-V/def2-TZVPD",
  "lumo_ev": 0.02,
  "gap_ha": 0.3541,
  "elements": ["C", "C", "O", "Si", "Cl", "C", "C", "C", "F", "F", "C", "F", "F", "C", "F", "F", "C", "F", "F", "F", "O", "Si", "C", "N", "C", "C", "O", "O", "P", "O", "O", "O", "H", "H", "H", "H", "H", "H", "H", "H", "H", "H", "H", "H", "H", "H", "H", "H", "H", "H", "O", "S", "O", "O", "C", "C", "C", "H", "H", "H", "H", "H", "H", "H", "H", "O", "S", "O", "O", "C", "C", "C", "H", "H", "H", "H", "H", "H", "H", "H"],
  "xyz": [[-3.22, -1.21, 5.34], [-2.89, -1.41, 3.84], [-2.91, -0.13, 3.16], [-1.44, 0.55, 2.82], [0.07, -0.17, 4.09], [-1.59, 2.38, 3.24], [-0.32, 3.12, 2.72], [0.06, 4.35, 3.55], [-0.44, 5.43, 2.90], [-0.45, 4.36, 4.78], [1.59, 4.56, 3.63], [2.03, 4.68, 2.38], [1.83, 5.72, 4.24], [2.37, 3.38, 4.29], [1.62, 2.61, 5.05], [2.89, 2.64, 3.31], [3.59, 3.86, 5.14], [3.21, 4.48, 6.21], [4.38, 4.60, 4.43], [4.25, 2.79, 5.52], [-0.99, 0.49, 1.21], [-1.30, -0.89, 0.30], [-3.14, -1.34, 0.17], [-3.98, -0.12, 0.20], [-0.81, -0.43, -1.49], [-1.93, 0.25, -2.22], [-2.73, -0.31, -2.84], [-2.01, 1.63, -2.14], [-0.03, -2.66, 0.77], [1.29, -2.49, 0.17], [-0.77, -3.94, 0.10], [0.09, -3.02, 2.34], [-4.24, -1.54, 5.51], [-3.21, -0.14, 5.58], [-2.58, -1.79, 6.01], [-1.98, -2.00, 3.67], [-3.71, -1.99, 3.42], [-1.69, 2.41, 4.33], [-2.48, 2.73, 2.71], [-0.47, 3.46, 1.70], [0.50, 2.40, 2.69], [-3.46, -1.99, 1.00], [-3.29, -1.85, -0.79], [-4.69, -0.17, 0.92], [-3.42, 0.71, 0.34], [-0.58, -1.35, -2.04], [0.07, 0.22, -1.50], [-1.39, 1.98, -2.80], [-1.54, -4.19, 0.63], [1.01, -2.82, 2.58], [7.22, -2.87, -1.45], [6.95, -1.92, -0.41], [7.49, -2.10, 0.90], [5.38, -1.70, -0.31], [4.54, -2.87, -0.15], [4.57, -3.40, 1.27], [7.36, -0.30, -0.98], [4.83, -3.64, -0.87], [3.53, -2.56, -0.40], [5.55, -3.80, 1.52], [3.83, -4.19, 1.39], [4.35, -2.60, 1.98], [6.91, -0.15, -1.95], [8.44, -0.24, -1.04], [6.99, 0.42, -0.26], [-2.22, 0.55, -5.82], [-2.99, -0.58, -6.24], [-2.37, -1.83, -6.54], [-3.91, -0.15, -7.48], [-3.27, 0.46, -8.61], [-2.56, -0.56, -9.49], [-4.30, -0.85, -5.09], [-2.58, 1.24, -8.28], [-4.06, 0.95, -9.18], [-1.71, -1.00, -8.97], [-2.20, -0.09, -10.40], [-3.24, -1.37, -9.74], [-4.81, 0.10, -4.90], [-3.86, -1.23, -4.17], [-4.99, -1.58, -5.51]]
}

=====

Entry 2:
{
  "formula": "C4H6O2",
  "method": "wB97M-V/def2-TZVPD",
  "lumo_ev": 1.09,
  "gap_ha": 0.3964,
  "e_above_lowest_kcal_mol": 46.5,
  "elements": ["O", "C", "C", "C", "O", "C", "H", "H", "H", "H", "H", "H"],
  "xyz": [[-2.91, -0.67, -0.63], [-2.33, -1.00, 0.29], [0.54, 0.97, 0.07], [0.44, -0.20, 1.06], [0.53, -1.16, -0.01], [0.55, -0.13, -1.01], [-0.50, -0.32, 1.60], [-0.26, 1.71, 0.03], [1.51, 1.46, 0.16], [1.28, -0.29, 1.76], [-0.32, -0.19, -1.67], [1.45, -0.17, -1.64]]
}

=====

Entry 3:
{
  "formula": "C26H43Cl2N2NdPS",
  "method": "wB97M-V/def2-TZVPD",
  "total_charge": -1,
  "spin_multiplicity": 4,
  "lumo_ev": [1.77, 1.76],
  "gap_ha": [0.1060, 0.1113],
  "elements": ["P", "C", "C", "C", "C", "C", "C", "C", "C", "C", "C", "C", "C", "C", "C", "C", "C", "C", "C", "H", "H", "H", "H", "H", "H", "H", "H", "H", "H", "H", "H", "H", "H", "H", "H", "H", "H", "H", "H", "H", "H", "H", "H", "H", "H", "H", "H", "H", "H", "H", "H", "H", "Nd", "Cl", "Cl", "C", "H", "C", "C", "C", "C", "C", "C", "H", "H", "H", "H", "H", "N", "C", "N", "S", "H", "H", "H", "H"],
  "xyz": [[-0.13, 0.80, -2.70], [-1.79, 0.22, -3.28], [-2.32, 1.09, -4.40], [-3.78, 0.69, -4.71], [-3.90, -0.82, -4.96], [-3.35, -1.66, -3.81], [-1.89, -1.30, -3.51], [1.34, 0.11, -3.55], [1.25, 0.51, -5.01], [2.57, 0.14, -5.69], [2.90, -1.35, -5.48], [2.91, -1.77, -4.01], [1.58, -1.40, -3.32], [-0.07, 2.66, -2.58], [-1.19, 3.18, -1.68], [-1.19, 4.71, -1.78], [0.18, 5.30, -1.40], [1.34, 4.66, -2.16], [1.30, 3.13, -2.07], [-2.40, 0.40, -2.37], [-1.70, 0.95, -5.30], [-2.29, 2.15, -4.13], [-4.13, 1.26, -5.57], [-4.41, 0.98, -3.86], [-4.94, -1.08, -5.18], [-3.32, -1.05, -5.87], [-3.95, -1.49, -2.90], [-3.43, -2.72, -4.05], [-1.54, -1.82, -2.60], [-1.25, -1.60, -4.35], [2.19, 0.60, -3.05], [3.37, 0.76, -5.25], [1.07, 1.59, -5.13], [0.41, -0.03, -5.48], [2.50, 0.39, -6.75], [3.85, -1.59, -5.95], [2.13, -1.94, -6.00], [3.09, -2.85, -3.92], [3.72, -1.25, -3.48], [1.64, -1.61, -2.24], [0.74, -1.99, -3.71], [-0.22, 3.07, -3.60], [-2.18, 2.79, -1.97], [-1.05, 2.87, -0.63], [-1.40, 4.97, -2.83], [-1.98, 5.14, -1.16], [0.34, 5.18, -0.32], [0.17, 6.38, -1.60], [2.30, 5.04, -1.81], [1.25, 4.92, -3.23], [2.13, 2.69, -2.65], [1.47, 2.79, -1.03], [0.06, 0.52, 0.14], [2.70, 0.58, -0.31], [-2.58, 0.58, 0.04], [-0.32, -1.88, -0.49], [-1.42, -2.06, -0.37], [0.36, -3.13, -0.33], [1.81, -3.11, -0.18], [2.51, -4.31, -0.17], [1.83, -5.55, -0.21], [0.40, -5.59, -0.25], [-0.32, -4.40, -0.29], [2.32, -2.14, -0.08], [3.61, -4.30, -0.13], [-0.12, -6.54, -0.27], [-1.41, -4.40, -0.29], [2.38, -6.49, -0.21], [-0.05, -1.22, 4.92], [0.06, -0.08, 4.21], [-0.04, 1.12, 4.79], [0.32, -0.31, 2.55], [-0.03, -1.23, 5.92], [0.01, -2.08, 4.38], [0.01, 1.98, 4.22], [-0.02, 1.21, 5.79]]
}